# 1
58
Properties=species:S:1:pos:R:3:forces:R:3 method="wB97M-V/def2-TZVPD" e_above_lowest_ev=0.425 homo_lumo_gap_ev="6.40 / 6.39" e_tot_ev=-53076.9864 charge=+2 molar_mass_g_mol=663.8
H -1.162182 0.718491 -3.052884 0.06 0.05 0.00
H -3.140443 -3.457373 0.032709 0.00 0.00 0.00
C -2.760678 1.558267 1.917201 -0.01 0.04 -0.06
N -0.638429 -0.685723 0.966185 0.13 -0.11 -0.04
H -0.146287 -2.122637 3.741456 0.00 -0.01 0.00
C -3.714548 -1.238432 -2.472159 -0.01 0.01 0.01
C -1.520936 2.788600 -2.656262 0.03 0.12 -0.06
H -3.947952 2.276194 3.471162 0.00 0.01 0.01
C -5.130311 -3.164780 -2.689419 0.00 0.00 0.00
H -4.910106 -4.677985 -1.183544 0.00 0.00 0.00
N 1.056192 1.675122 -1.283210 -0.21 -0.54 0.14
H 4.114034 2.381170 2.506655 0.00 0.00 0.00
N -1.469425 1.722678 1.634515 -0.09 -0.07 0.06
H 2.035943 -1.097632 3.925807 0.01 -0.01 0.00
S -1.574351 2.856943 -0.916236 -0.06 0.05 0.06
C 3.302221 1.670006 2.457728 -0.01 0.01 -0.02
H -3.746214 -0.267175 1.407308 -0.01 0.04 0.02
C -3.783749 0.794309 1.159145 -0.06 0.06 0.01
H -3.381436 -0.270899 -2.823503 -0.02 0.00 0.01
C -1.900568 2.853999 3.504688 0.02 -0.03 0.02
H -0.843386 -2.893713 2.302128 -0.01 0.00 0.01
C -4.574192 -3.714454 -1.541101 0.00 0.00 0.00
C -0.001383 -2.324016 2.677518 -0.02 0.02 0.01
C -2.114267 -1.055389 -0.590835 0.11 -0.10 -0.05
H -5.901209 -3.702853 -3.224578 0.00 0.00 0.00
C 3.189300 0.635610 3.365986 -0.01 -0.02 0.02
H -5.137665 -1.505730 -4.048921 0.00 0.00 0.00
N 1.340937 0.925309 1.339901 -0.16 0.12 0.01
C -0.927098 2.530717 2.625163 -0.06 0.03 -0.03
H -3.625619 0.910076 0.088423 -0.02 0.04 0.04
H 2.396353 2.572821 0.713264 0.01 0.01 0.01
H -4.776971 1.169961 1.399523 0.00 -0.01 0.01
C 2.138938 -0.269281 3.240033 0.02 0.02 0.00
C -1.566090 3.112591 -5.431916 0.00 -0.02 0.00
C -1.313923 1.691881 -3.488520 0.08 0.00 0.00
O -1.711655 0.083564 -1.091822 -0.16 0.00 0.21
H -1.158068 1.003970 -5.497067 0.00 0.00 -0.01
N -1.746938 3.981086 -3.257572 0.01 0.00 -0.06
C -1.782352 4.168832 -4.594295 -0.02 0.00 0.04
C -3.152949 -1.788956 -1.320328 0.00 -0.01 0.04
H 0.909432 -2.916764 2.574568 0.01 0.01 -0.01
H -1.977369 5.178001 -4.926191 0.00 0.00 -0.01
H 0.100653 2.841820 2.617812 0.01 0.01 -0.01
C 1.229317 -0.101367 2.217719 0.02 0.00 -0.04
C 0.133160 -1.040650 1.940662 0.02 0.00 0.02
N -1.627403 -1.520924 0.526025 0.00 0.03 -0.04
H -1.885071 4.789863 -2.662217 0.02 -0.01 0.03
H -1.887165 3.461855 4.391315 0.00 0.00 0.00
Os -0.312425 1.085614 -0.007031 0.45 0.09 -0.23
C -4.700646 -1.928509 -3.154627 0.00 0.00 -0.01
N -3.035699 2.233773 3.044195 -0.02 -0.02 0.00
H 3.913264 0.519525 4.161116 0.00 0.00 0.00
C -1.327685 1.861449 -4.858823 0.00 0.02 -0.04
O 2.673845 1.951431 -2.987563 -0.03 -0.01 0.03
H -1.583615 3.256835 -6.501258 0.00 0.00 0.00
C -3.585165 -3.032142 -0.856002 0.01 -0.01 -0.01
C 2.353958 1.785619 1.451602 -0.03 0.01 0.00
C 1.877943 1.811640 -2.149200 0.03 0.18 -0.07


# 2
58
Properties=species:S:1:pos:R:3:forces:R:3 method="wB97M-V/def2-TZVPD" e_above_lowest_ev=0.164 homo_lumo_gap_ev=9.63 smiles="CCCCNC(=O)N(O)[C@H]1N(CCCC)C(=O)N(CC(=O)OC)C1(C)C" e_tot_ev=-34347.4019 molar_mass_g_mol=372.5
O 4.772043 -0.026862 -2.015780 0.07 -0.03 0.02
H -3.853460 2.647012 -1.854635 0.00 -0.01 0.14
O 2.199999 -1.999637 1.541586 0.12 -0.53 0.11
N 0.585872 -0.355830 1.557684 0.02 0.21 -0.03
H 4.242902 -1.063419 0.672545 0.04 0.16 -0.08
H 2.507623 -2.183463 -3.213849 0.00 0.06 0.02
H 1.737962 1.596708 -1.344474 -0.03 -0.01 -0.08
H 3.113059 2.471967 -0.661041 0.14 0.09 0.01
C -3.841171 1.883456 -1.066933 -0.30 0.08 -0.04
H -0.814424 -0.321507 3.080897 0.08 -0.07 0.01
H -0.011339 1.649546 1.853369 0.16 -0.12 -0.16
H -2.322925 -1.978660 2.207652 -0.10 0.02 -0.01
C 2.515057 -1.105403 -3.049443 0.15 0.03 -0.41
C 3.865592 -0.314800 -1.280660 0.30 0.22 0.18
H 1.551149 -0.678565 -3.325498 0.04 -0.03 0.03
H -0.124884 -2.555937 0.173022 0.12 -0.05 0.04
C 1.837268 -0.866862 1.317484 0.10 0.17 -0.01
H 2.366719 1.707901 2.905982 -0.02 -0.04 0.12
H 4.601765 0.671494 0.478916 -0.04 -0.10 -0.10
H 1.471517 3.096588 -0.457213 0.00 0.12 -0.02
C 2.074288 2.193573 -0.502929 -0.09 -0.20 0.13
N -2.515255 1.325204 -0.949848 0.01 -0.18 -0.38
C 1.927434 1.425204 0.805372 0.04 0.29 0.09
H 3.520327 2.486218 1.819313 0.13 0.03 0.00
C -0.405085 -1.034874 2.357894 -0.28 -0.16 0.06
H -5.836941 1.295442 -1.569461 -0.05 0.01 -0.09
H -4.588369 0.275670 -2.286248 -0.06 -0.02 -0.11
H -3.054226 -3.434797 0.067957 -0.15 -0.03 -0.01
H 1.919014 3.192600 2.052592 -0.04 0.16 0.03
H -7.032483 -0.835462 -0.764534 -0.14 -0.01 -0.04
O 2.711124 -0.855428 -1.664245 -0.28 -0.18 0.20
H -0.880836 -3.664744 1.294966 0.15 0.00 0.00
N -0.413757 1.102203 -0.047660 0.24 -0.10 -0.03
C -1.074713 -2.801991 0.655385 -0.33 0.19 -0.03
C -1.708623 1.583883 0.101115 0.05 -0.29 -0.42
H -0.091326 -0.693113 -0.694513 -0.12 0.21 0.20
C -6.058044 -1.274944 -0.563237 0.17 0.12 0.15
O -2.028371 2.210377 1.091352 -0.15 0.26 0.39
H -2.108695 0.878504 -1.757688 0.04 0.01 0.17
H 0.119546 -1.832493 2.890703 -0.06 0.09 0.04
C 2.468541 2.258811 1.973683 -0.17 -0.16 -0.19
O -0.161307 0.197181 -1.087743 -0.04 0.18 0.02
H -4.075659 -0.655959 -0.021908 0.05 0.04 0.08
H -5.748156 -1.836208 -1.442459 -0.01 -0.09 -0.10
H -6.160604 -1.969073 0.267320 -0.07 -0.12 0.03
H 3.319010 -0.647273 -3.628331 -0.15 -0.07 0.01
H -1.982770 -0.850442 0.906855 -0.08 0.00 -0.02
N 2.597049 0.132900 0.784936 0.15 -0.01 0.02
H -5.351386 0.342663 0.667520 0.06 0.04 0.08
C -4.880510 0.806592 -1.376261 0.23 0.07 0.40
H -2.287071 -2.337682 -1.079481 -0.06 0.10 -0.09
C 0.460280 1.005179 1.101979 -0.05 0.02 0.00
C -2.108922 -3.171099 -0.401539 0.21 -0.06 0.15
H -1.769073 -4.021009 -0.988254 -0.05 -0.09 -0.11
H -4.058757 2.363852 -0.110365 -0.03 0.03 -0.14
C 3.891799 -0.121411 0.232916 -0.13 -0.16 -0.03
C -5.039958 -0.191423 -0.232057 -0.13 -0.03 -0.29
C -1.542470 -1.635128 1.526288 0.37 -0.09 0.08


# 3
15
Properties=species:S:1:pos:R:3:forces:R:3 method="wB97M-V/def2-TZVPD" homo_lumo_gap_ev="3.97 / 3.64" smiles="CC1=C(C)C1N([O-])[O-]" e_tot_ev=-10872.1577 charge=-2 molar_mass_g_mol=113.1
N 2.536143 -0.562107 0.274628 -0.91 1.58 -0.74
O 3.010616 -0.544682 1.460859 1.37 -0.20 0.29
O 3.218548 -0.099110 -0.744046 -0.34 -0.66 1.37
H -1.792698 -1.371706 0.180978 -0.27 -0.06 -0.75
C -1.260557 1.779724 -0.175490 -0.21 -0.10 1.71
H -1.403963 1.840405 1.030598 0.10 -0.16 -2.18
C 0.887188 0.112094 0.481054 0.71 0.25 -3.98
C 0.049380 1.081680 -0.561322 0.22 -2.29 0.92
C -0.909866 -1.574045 -0.469677 -0.50 1.30 0.27
H -1.241815 -1.850201 -1.530523 0.38 -0.12 1.35
H -1.407034 2.795099 -0.567590 0.10 -0.12 0.13
H -2.034499 1.104792 -0.601162 -0.23 0.60 0.34
C -0.031870 -0.352860 -0.425110 -0.65 0.55 -0.93
H -0.423915 -2.323982 0.163289 0.29 -0.54 -0.87
H 0.804338 -0.035102 1.483518 -0.07 -0.03 3.06


# 4
35
Properties=species:S:1:pos:R:3:forces:R:3 method="wB97M-V/def2-TZVPD" e_above_lowest_ev=1.275 homo_lumo_gap_ev="4.38 / 7.68" spin_multiplicity=2 e_tot_ev=-38361.2788 s2=0.75 molar_mass_g_mol=279.0
H -2.848375 -2.143173 1.468119 0.47 -0.33 0.18
H -3.032132 -0.949137 0.555736 0.26 0.01 0.05
O -1.187821 -2.340730 -2.599941 -0.04 -0.24 -0.37
H 1.782263 -2.731966 -1.522163 -0.02 -0.23 0.08
O -0.857948 2.642090 2.642998 -0.10 0.46 -0.12
H 1.533987 -0.874896 1.319786 0.06 0.08 -0.04
O -0.510369 -0.508758 3.130050 -0.41 0.03 1.07
H 2.904164 -0.250896 1.478375 0.18 0.14 -0.07
Li -1.412665 3.444395 -0.724237 0.31 -0.86 0.31
O -0.840331 -2.757308 1.207315 -0.62 -0.96 -0.03
H 1.164492 2.663401 0.865616 -0.24 -0.20 0.08
H 2.558067 2.382924 -2.609498 0.14 0.31 0.05
Li -0.089964 0.759019 -3.451354 0.47 -0.35 0.65
H -1.393910 -1.665619 -1.953427 -0.08 0.09 0.57
O 2.018530 -1.978368 -2.063002 0.51 -0.27 -0.36
H 1.403383 -1.293144 -1.801695 -0.11 0.01 0.15
O 2.813188 1.460387 -2.618538 0.00 0.18 -0.65
H 2.107222 1.011597 -2.153325 -0.13 -0.43 0.63
H -1.367745 -1.927322 -3.444301 -0.02 -0.14 -0.38
O -3.507471 -1.679767 0.951314 -0.82 0.25 -0.18
O -0.541312 1.762123 -0.160203 -0.23 2.31 0.31
O 0.111398 -0.442969 0.665655 -0.52 2.04 -1.76
O 2.403459 -1.040268 1.684350 0.75 -0.40 0.42
O 2.077120 2.948496 0.820205 0.22 0.11 0.13
H 0.003526 -3.019383 1.575364 0.18 -0.03 0.24
H -0.346066 0.344920 3.530640 0.11 -0.19 0.27
H -0.443993 -0.348875 2.188638 0.07 -0.09 -0.17
S -0.414895 0.344129 -0.466947 2.28 -1.90 0.60
H 2.136095 3.434427 -0.002369 0.19 0.07 -0.18
H -0.522363 2.160954 3.399385 0.03 0.18 0.24
H -0.681901 2.069121 1.896715 -0.05 -0.34 -0.25
Li -3.112832 0.490912 -2.154981 0.51 -0.32 0.62
O 0.469796 0.140682 -1.640181 -0.21 1.28 -0.80
O -1.705098 -0.196083 -0.808294 -3.32 -0.22 -1.27
H -0.669499 -1.910917 0.794194 0.18 -0.04 -0.02